No. 1
{"formula": "C30H46O2P2Pr", "method": "ωB97M-V with the def2-TZVPD basis set", "species": ["Pr", "C", "C", "C", "C", "C", "C", "H", "H", "H", "C", "H", "H", "H", "C", "H", "H", "H", "C", "H", "H", "H", "C", "H", "H", "H", "C", "C", "C", "C", "C", "C", "C", "C", "H", "H", "H", "H", "H", "H", "H", "H", "H", "H", "H", "H", "P", "C", "C", "P", "C", "C", "C", "H", "H", "H", "H", "H", "H", "H", "H", "H", "H", "H", "H", "H", "H", "O", "C", "O", "C", "C", "C", "C", "C", "C", "H", "H", "H", "H", "H"], "positions_angstrom": [[0.484, -1.120, 0.558], [0.971, 1.415, -1.274], [0.428, 0.264, -1.927], [-1.325, 1.524, -1.111], [-0.114, 2.200, -0.795], [-1.001, 0.319, -1.788], [2.404, 1.781, -1.147], [3.074, 1.008, -1.545], [2.668, 1.938, -0.090], [2.621, 2.722, -1.677], [0.053, 3.484, -0.087], [0.866, 4.082, -0.526], [0.308, 3.302, 0.969], [-0.875, 4.068, -0.115], [-2.677, 2.004, -0.741], [-2.737, 3.104, -0.778], [-2.953, 1.690, 0.282], [-3.425, 1.589, -1.426], [-1.999, -0.649, -2.306], [-2.309, -0.400, -3.335], [-2.900, -0.655, -1.676], [-1.600, -1.669, -2.322], [1.161, -0.803, -2.667], [0.799, -0.900, -3.706], [1.039, -1.807, -2.211], [2.232, -0.595, -2.714], [2.733, -3.126, 2.847], [4.110, -3.096, 2.187], [4.488, -4.228, 1.274], [3.398, -4.767, 0.337], [2.093, -3.931, 0.119], [0.917, -4.719, 0.649], [1.064, -5.136, 2.127], [2.108, -4.527, 3.054], [4.867, -5.046, 1.901], [3.181, -5.801, 0.664], [5.362, -3.917, 0.684], [2.927, -5.237, 3.215], [2.733, -2.653, 3.817], [4.917, -2.818, 2.876], [1.620, -4.452, 4.039], [0.083, -5.047, 2.595], [0.748, -5.635, 0.054], [1.274, -6.208, 2.099], [3.896, -4.947, -0.631], [2.033, -3.713, -0.957], [3.825, -1.456, 1.427], [4.099, -0.204, 2.627], [4.199, -1.649, -0.302], [-0.640, -3.834, 0.172], [2.128, -2.118, 1.922], [-0.933, -4.339, -1.576], [-2.061, -4.483, 1.062], [3.428, 0.680, 2.491], [5.143, 0.138, 2.584], [3.906, -0.607, 3.636], [3.550, -2.349, -0.809], [5.215, -2.015, -0.381], [4.171, -0.710, -0.868], [-1.788, -4.916, 2.030], [-2.568, -5.239, 0.425], [-2.747, -3.624, 1.223], [1.326, -1.529, 2.443], [2.046, -2.946, 0.787], [-1.984, -4.073, -1.816], [-0.778, -5.428, -1.664], [-0.270, -3.783, -2.269], [-1.478, -0.310, 1.599], [-1.045, 0.811, 2.110], [0.197, 1.092, 2.023], [-2.086, 1.669, 2.776], [-3.161, 0.989, 3.351], [-4.235, 1.685, 3.922], [-4.257, 3.075, 3.891], [-3.185, 3.777, 3.329], [-2.090, 3.076, 2.792], [-3.157, -0.102, 3.338], [-5.053, 1.109, 4.364], [-5.116, 3.610, 4.325], [-3.221, 4.868, 3.304], [-1.239, 3.640, 2.383]], "forces_ev_per_angstrom": [[-2.544, 3.913, -2.677], [-0.818, -0.603, 0.186], [-0.633, -0.276, 0.903], [1.422, -0.029, 0.114], [0.064, -1.340, -0.726], [0.831, 0.517, 0.766], [0.396, 0.366, 0.059], [-0.090, 0.169, -0.077], [0.124, 0.117, -0.112], [0.133, -0.256, 0.168], [0.060, 0.420, 0.432], [-0.262, -0.048, 0.101], [0.010, 0.195, -0.232], [0.239, 0.030, 0.026], [-0.530, -0.002, 0.131], [-0.053, -0.376, -0.002], [-0.028, 0.132, -0.341], [-0.006, 0.210, 0.154], [-0.399, -0.254, -0.392], [-0.025, -0.179, 0.222], [0.179, -0.058, -0.201], [-0.089, -0.005, -0.105], [-0.015, -0.018, -0.418], [0.177, -0.109, 0.316], [0.061, -0.168, -0.116], [0.029, -0.060, -0.048], [-0.060, -0.480, -0.119], [1.685, 0.911, 0.885], [0.793, -0.161, -0.056], [0.239, -0.461, -0.682], [0.778, -1.227, -0.779], [-0.885, -0.796, -0.894], [-0.550, -0.420, -0.531], [0.034, 0.514, 0.975], [-0.094, 0.161, -0.094], [-0.344, 0.543, -0.065], [-0.134, -0.089, 0.186], [-0.050, 0.165, -0.121], [0.567, -0.101, 0.517], [0.128, -0.954, 0.272], [0.180, -0.217, -0.271], [0.105, -0.030, 0.126], [0.570, -0.048, 0.278], [-0.162, 0.062, 0.182], [-0.283, 0.185, 0.211], [-0.398, -0.242, 0.027], [-3.643, -2.684, 1.120], [1.205, 2.173, 0.141], [0.736, 2.064, -1.010], [0.511, 0.935, -0.210], [-1.254, 2.529, 1.831], [-0.051, 0.118, 0.082], [-0.925, -0.155, -0.156], [0.464, -0.711, -0.104], [-0.202, 0.157, 0.223], [0.003, -0.203, -0.616], [-0.285, -0.186, 0.364], [0.322, -0.118, 0.061], [-0.040, -0.082, 0.137], [-0.190, 0.101, -0.246], [0.205, 0.333, 0.589], [0.295, -0.675, -0.001], [1.412, 0.396, 0.957], [0.219, -1.908, -1.809], [0.628, -0.220, 0.056], [-0.127, 0.414, -0.154], [-0.353, -0.438, 0.376], [0.711, 0.333, 0.575], [0.851, -0.602, -0.452], [-1.247, -0.657, 0.231], [-0.144, 0.217, 0.084], [-0.405, 0.114, 0.126], [0.330, -0.467, -0.193], [-0.047, 0.136, 0.096], [0.175, -0.510, -0.097], [0.127, 0.263, 0.101], [-0.064, 0.340, 0.001], [0.253, 0.327, -0.123], [0.500, -0.210, -0.288], [0.177, -0.341, -0.011], [-0.497, -0.382, 0.139]], "mulliken_charge": [0.101, 0.583, 0.430, 0.392, 0.654, 0.750, -1.898, 0.343, 0.251, 0.437, -1.355, 0.367, 0.048, 0.338, -1.411, 0.369, 0.102, 0.425, -1.663, 0.311, 0.450, 0.152, -0.996, 0.357, 0.056, 0.295, -0.041, -0.356, -1.098, -1.354, 0.040, -0.320, -1.133, -1.461, 0.556, 0.453, 0.354, 0.316, 0.711, 0.580, 0.524, 0.032, 0.739, 0.330, 0.412, 0.968, 0.909, -1.133, -1.238, 1.337, 0.616, -1.453, -1.319, 0.268, 0.458, 0.441, 0.140, 0.674, 0.473, 0.453, 0.406, 0.320, 0.348, -1.554, 0.429, 0.517, 0.277, -0.718, 0.930, -0.672, 0.042, -0.093, -0.636, -0.333, -0.900, -0.028, 0.360, 0.374, 0.373, 0.413, 0.377], "max_force_ev_per_a": 5.38, "charge": 1, "e_tot_ev": -68588.7992, "spin_multiplicity": 3, "homo_lumo_gap_ev": [5.83, 5.84]}

=====

No. 2
{"formula": "C2H6N2O", "method": "ωB97M-V with the def2-TZVPD basis set", "species": ["N", "C", "N", "C", "O", "H", "H", "H", "H", "H", "H"], "positions_angstrom": [[0.876, 0.725, -1.347], [0.488, 0.500, 0.019], [-0.754, -0.307, -0.043], [-1.007, -1.061, 1.087], [-0.551, -0.822, 2.178], [1.661, 1.315, -1.525], [0.843, -0.057, -1.958], [0.246, 1.465, 0.474], [1.244, -0.021, 0.607], [-1.478, 0.263, -0.450], [-1.567, -2.000, 0.958]], "forces_ev_per_angstrom": [[-0.600, 0.826, -0.258], [-0.582, 0.059, -0.315], [1.444, 0.267, 0.027], [-0.337, -0.203, 0.587], [0.420, -0.037, 0.036], [0.317, 0.174, 0.198], [0.103, -0.724, -0.111], [0.440, 0.007, 0.165], [-0.258, -0.105, 0.237], [-0.489, -0.551, -0.195], [-0.457, 0.287, -0.372]], "mulliken_charge": [-0.500, -0.296, -0.289, -0.005, -0.491, 0.174, 0.185, 0.253, 0.324, 0.264, 0.381], "max_force_ev_per_a": 1.47, "de_lowest_kcal_mol": 30.52, "charge": 0, "e_tot_ev": -7198.4641, "homo_lumo_gap_ev": 10.32}